The following is a DFT calculation (the ωB97M-V functional and the def2-TZVPD basis) of C32H28N6O2RhS2Se2 as an isolated structure.

**HOMO**: -9.47 eV
**Orbital gap**: 6.34 eV
**Net charge**: +1
**ΔE to the lowest compared entry with this formula, charge and spin**: 2.793 eV
**Electronic energy**: -7424.6881 Ha

Last column: Löwdin charge in e.
Positions of all 73 atoms, in Å:
H 1.42052 2.67251 1.17332  0.0553
C 1.04271 -1.72472 -1.12228  -0.3332
C 0.67604 -0.54693 5.44552  -0.0664
H -3.33306 5.03266 -1.33457  0.1082
C -4.94199 0.00991 2.19596  -0.4959
C -0.10345 4.03128 -1.45795  -0.0466
H -5.09395 1.08356 2.09480  0.0813
C -2.56971 -0.29037 1.12929  -0.8896
H -3.45928 -0.55741 -2.00543  0.0412
H 3.88000 1.63660 -1.28348  0.0981
H 0.84100 1.40685 -2.16982  0.1737
C -3.98579 -0.31354 3.32594  -0.4956
H -1.11664 2.67285 1.47004  0.0866
C -1.08915 -0.62494 -1.89992  -0.1321
C -0.07140 -1.67370 5.78364  -0.0387
N -1.53795 -0.32615 0.35528  -0.0532
Rh 0.80980 -0.15058 1.48485  0.5844
C -2.41144 4.55050 -1.03705  -0.0736
C 1.85613 -3.71449 -0.85361  -0.0933
Se 4.05940 -0.10473 3.28614  0.7278
C -0.40842 -2.58965 4.80187  -0.0404
C -2.71735 -0.73880 -3.74924  -0.2458
H 5.90863 -1.64022 1.69146  0.1029
O 0.37850 -0.53473 -1.64297  -0.0371
C 0.80018 0.77577 -1.29078  -0.0780
C -0.03964 3.31415 -0.27036  -0.2284
H 0.16618 -1.05975 -6.32359  0.1104
C 1.03726 -0.40599 4.12567  -0.6682
C 4.50935 -0.01778 1.41683  -0.6712
C -1.28613 4.65163 -1.83967  -0.0682
H -3.98586 -1.38165 3.54263  0.0826
S -2.32268 0.17804 2.79270  0.9465
C -2.35043 3.84081 0.15601  -0.0660
C -1.16941 3.22735 0.53945  -0.0426
H -5.90579 -0.47817 2.33303  0.0871
H -4.22575 0.23658 4.23436  0.0874
S -4.21527 -0.62899 0.66059  0.9928
H -4.02788 -0.84357 -5.42272  0.1282
H -0.27167 -3.01306 2.67429  0.1234
Se 2.01866 1.07365 3.35158  0.7177
N 3.95528 0.88119 0.63055  0.0334
C 1.20252 2.55662 0.12039  -0.1377
H 0.68416 -0.88362 -3.93907  0.1137
N 0.68507 -1.26759 3.16810  -0.1436
C 5.47431 -0.93340 0.99712  -0.1097
C -1.96640 -0.96199 -6.02236  -0.0483
H -3.22479 3.77247 0.79082  0.1056
C -2.99229 -0.84838 -5.11276  0.0085
H 6.58376 -1.62171 -0.69806  0.1161
C 1.77540 -3.04861 0.35618  -0.1686
C -1.37442 -0.74632 -3.31201  -0.0699
H 2.24056 -4.70936 -1.00926  0.0938
C 1.36349 -2.84103 -1.85421  -0.0240
H -0.37174 -1.83671 6.81016  0.1184
H 2.10026 -3.37180 1.33271  0.0977
C -0.02382 -2.34543 3.49038  -0.1154
H -1.32597 5.21742 -2.76098  0.1091
H -0.97275 -3.48099 5.03563  0.1150
H -2.19803 -1.05013 -7.07553  0.1158
C -0.34639 -0.86332 -4.26469  -0.0226
C -0.63443 -0.96806 -5.60375  -0.0672
C 4.33535 0.88117 -0.65139  -0.1489
H 0.97731 0.18600 6.18006  0.1164
N 0.96713 1.09319 -0.09013  -0.0359
H 2.07889 2.87025 -0.44436  0.1147
O -3.76620 -0.62711 -2.92791  0.0855
H 0.77868 4.12211 -2.08266  0.1151
C 5.25988 0.00635 -1.18254  -0.0539
H 1.25716 -3.01229 -2.91118  0.1000
C 5.84710 -0.91977 -0.33077  -0.0519
H 5.52136 0.05397 -2.23004  0.1076
N 1.25580 -1.79832 0.18198  -0.0211
N -1.91049 -0.53964 -0.95232  0.0809